ORCA calculation (wB97M-V/def2-TZVPD) on C4H10N2O as an isolated structure.

Output
Frontier orbital gap   10.14 eV
Relative energy (zero: lowest compared OMol25 entry of this formula, charge and spin)   64.2 kcal/mol

Structure (ORCA input):
```
! RIJCOSX wB97M-V def2-TZVPD def2/J DEFGRID3
* xyz 0 1
C -0.71 -0.09 -0.25
C 1.72 -0.15 -0.99
C 0.75 0.09 0.14
N -1.49 -0.93 0.84
N -1.38 1.17 -0.44
C 1.12 0.47 1.35
O -0.96 -0.99 -1.26
H -1.49 -1.62 -0.32
H -1.91 1.15 -1.30
H -0.95 -1.17 1.66
H -2.36 -0.50 1.11
H -0.75 1.97 -0.45
H 1.66 -1.19 -1.31
H 1.45 0.46 -1.85
H 2.74 0.08 -0.68
H 0.40 0.63 2.15
H 2.16 0.62 1.61
*
```



ORCA calculation (wB97M-V/def2-TZVPD) on C38H56BBiN6O8PS2Si2Te as an isolated structure.

Output
Frontier orbital gap (alpha / beta)   6.27 / 6.27 eV
Relative energy (zero: lowest compared OMol25 entry of this formula, charge and spin)   36.5 kcal/mol

Structure (ORCA input):
```
! RIJCOSX wB97M-V def2-TZVPD def2/J DEFGRID3
* xyz 1 1
Bi -1.17 0.44 0.96
O 1.00 0.86 5.02
C 0.16 0.63 3.97
O 0.62 1.04 2.71
C -1.06 0.08 4.09
C -1.61 -0.32 5.37
C -2.84 -0.84 5.46
C -3.63 -1.03 4.28
C -3.10 -0.65 3.08
N -1.87 -0.11 2.96
C -3.79 -0.79 1.79
O -5.05 -1.15 1.71
O -3.29 -0.30 0.74
H 1.90 0.60 4.79
H -0.98 -0.16 6.24
H -3.26 -1.14 6.41
H -4.61 -1.49 4.35
H -5.36 -1.58 2.52
C -2.17 3.42 -1.22
C -1.72 3.87 0.13
N -1.65 3.09 1.19
C -1.23 3.87 2.23
C -1.06 5.15 1.79
N -1.37 5.14 0.45
C -1.30 6.30 -0.41
N -0.03 6.94 -0.30
N 0.09 8.22 0.14
N 1.31 8.54 0.20
C 2.08 7.48 -0.21
C 3.47 7.31 -0.30
C 3.92 6.08 -0.70
C 3.05 5.03 -1.02
C 1.68 5.18 -0.95
C 1.22 6.42 -0.54
H -2.64 2.44 -1.12
H -1.33 3.33 -1.92
H -2.90 4.11 -1.64
H -1.08 3.46 3.22
H -0.75 6.05 2.30
H -2.05 7.04 -0.13
H -1.48 5.97 -1.44
H 4.13 8.13 -0.07
H 4.99 5.91 -0.78
H 3.46 4.08 -1.32
H 1.01 4.38 -1.22
O 2.96 0.29 2.74
B 1.82 0.75 2.13
O 1.96 0.87 0.76
C 3.24 0.42 0.50
C 3.89 0.27 -0.70
C 5.19 -0.23 -0.65
C 5.80 -0.55 0.55
C 5.14 -0.41 1.76
C 3.85 0.08 1.71
H 3.41 0.52 -1.64
H 5.73 -0.37 -1.58
H 6.81 -0.93 0.55
H 5.60 -0.67 2.70
C -3.16 -4.58 -3.19
Si -3.08 -2.69 -3.10
C -4.31 -2.05 -1.82
C -3.41 -2.01 -4.84
C -1.29 -2.36 -2.48
Te -0.76 -0.36 -1.85
C -1.04 0.51 -3.85
Si 0.66 1.04 -4.54
C 1.33 2.37 -3.36
C 1.78 -0.48 -4.49
C 0.47 1.68 -6.31
H -4.14 -4.91 -3.54
H -3.00 -5.02 -2.21
H -2.42 -4.98 -3.88
H -5.33 -2.34 -2.09
H -4.29 -0.97 -1.71
H -4.10 -2.48 -0.85
H -4.28 -2.52 -5.27
H -2.57 -2.20 -5.51
H -3.62 -0.94 -4.86
H -0.55 -2.65 -3.23
H -1.13 -2.96 -1.59
H -1.76 1.32 -3.81
H -1.47 -0.28 -4.47
H 1.26 2.02 -2.32
H 0.76 3.30 -3.44
H 2.37 2.61 -3.57
H 1.78 -0.92 -3.49
H 2.81 -0.25 -4.75
H 1.44 -1.24 -5.18
H -0.21 2.53 -6.36
H 0.09 0.90 -6.96
H 1.43 2.00 -6.71
C 2.01 -4.33 -0.17
C 0.80 -5.25 -0.17
C 1.00 -6.49 0.69
O -0.42 -4.56 0.24
P -0.72 -3.57 1.41
S -2.67 -3.62 1.63
S 0.24 -1.76 0.99
O 0.11 -4.19 2.61
C 0.28 -3.66 3.94
C 1.61 -4.18 4.43
C -0.88 -4.11 4.81
H 2.87 -4.89 -0.55
H 2.22 -3.99 0.84
H 1.83 -3.47 -0.81
H 0.56 -5.56 -1.19
H 1.30 -6.22 1.70
H 1.77 -7.11 0.25
H 0.08 -7.06 0.74
H 0.30 -2.56 3.88
H 1.57 -5.26 4.51
H 1.84 -3.77 5.42
H 2.41 -3.90 3.75
H -0.93 -5.20 4.82
H -1.82 -3.72 4.43
H -0.73 -3.75 5.83
*
```



ORCA calculation (wB97M-V/def2-TZVPD) on C32H17AlCl93NO5P as an isolated structure.

Output
Frontier orbital gap   6.13 eV

Structure (ORCA input):
```
! RIJCOSX wB97M-V def2-TZVPD def2/J DEFGRID3
* xyz -1 1
C -1.79 1.12 -2.94
C -0.65 0.06 -2.34
O -1.05 -1.17 -1.93
N 0.80 0.42 -2.18
C 1.40 0.10 -0.85
C 2.22 -1.24 -0.40
O 1.20 1.02 0.14
Al 1.89 0.18 -3.70
C 2.52 2.01 -4.48
C 3.72 2.66 -3.56
C 5.18 2.43 -4.27
C 6.41 3.11 -3.41
O 5.97 3.33 -2.00
C 6.51 2.26 -1.15
O 6.70 2.38 0.17
P 3.77 -1.14 -3.50
O 4.47 -1.18 -5.14
Cl 3.25 -3.20 -3.14
H -2.60 1.30 -2.09
H -2.29 0.59 -3.88
H -1.30 2.14 -3.27
H 3.37 -1.07 -0.60
H 1.77 -2.18 -0.93
H 2.07 -1.36 0.78
H 0.99 -0.47 -4.87
H 1.61 2.76 -4.51
H 2.89 1.89 -5.59
H 3.66 2.14 -2.49
H 3.55 3.83 -3.48
H 5.17 2.97 -5.33
H 5.43 1.29 -4.47
H 7.36 2.42 -3.39
H 6.76 4.14 -3.87
H 6.74 1.23 -1.67
H 3.95 -1.94 -5.56
C -5.59 0.99 0.03
Cl -6.81 0.56 -1.19
Cl -5.98 0.19 1.57
Cl -3.98 0.46 -0.52
Cl -5.58 2.76 0.27
C 6.84 -1.77 -7.90
Cl 7.36 -0.34 -6.98
Cl 7.38 -1.62 -9.59
Cl 7.55 -3.24 -7.18
Cl 5.06 -1.90 -7.86
C 10.90 0.99 -8.38
Cl 10.58 1.19 -6.64
Cl 9.72 -0.15 -9.08
Cl 10.75 2.57 -9.19
Cl 12.55 0.35 -8.61
C -2.34 2.74 3.05
Cl -1.00 2.22 2.00
Cl -3.72 1.63 2.85
Cl -1.81 2.72 4.75
Cl -2.84 4.39 2.60
C -0.66 5.21 -5.66
Cl -1.20 5.98 -4.14
Cl 1.11 5.37 -5.81
Cl -1.10 3.49 -5.64
Cl -1.45 6.01 -7.04
C 1.86 0.93 5.87
Cl 0.64 0.28 6.99
Cl 1.06 1.51 4.39
Cl 2.71 2.29 6.65
Cl 3.03 -0.34 5.46
C -0.94 6.06 -11.30
Cl 0.23 5.51 -10.08
Cl -0.06 6.66 -12.73
Cl -1.99 4.70 -11.78
Cl -1.94 7.37 -10.62
C 5.55 3.98 8.92
Cl 5.01 4.75 10.44
Cl 7.32 4.14 8.77
Cl 5.11 2.26 8.94
Cl 4.76 4.78 7.54
C -8.46 -3.16 -2.62
Cl -7.50 -3.81 -3.97
Cl -9.94 -4.14 -2.41
Cl -7.50 -3.21 -1.12
Cl -8.92 -1.47 -2.97
C -0.72 -2.16 9.99
Cl -1.98 -3.24 10.64
Cl 0.53 -3.12 9.17
Cl -1.46 -1.03 8.82
Cl 0.01 -1.23 11.32
C 4.33 -7.48 -3.63
Cl 5.50 -8.04 -2.41
Cl 5.20 -6.88 -5.06
Cl 3.28 -8.84 -4.11
Cl 3.33 -6.17 -2.95
C 4.20 -1.26 11.02
Cl 3.66 -0.49 12.53
Cl 5.97 -1.10 10.87
Cl 3.76 -2.98 11.04
Cl 3.41 -0.46 9.63
C -10.11 0.23 2.92
Cl -9.90 -0.52 1.31
Cl -9.68 -0.95 4.18
Cl -9.05 1.65 3.05
Cl -11.81 0.72 3.12
C -6.53 2.15 -5.02
Cl -7.07 2.92 -3.51
Cl -4.76 2.31 -5.17
Cl -6.97 0.42 -5.00
Cl -7.32 2.95 -6.40
C 8.30 -3.99 9.65
Cl 8.57 -2.61 8.56
Cl 8.53 -5.51 8.75
Cl 9.47 -3.91 11.00
Cl 6.64 -3.93 10.30
C -12.84 -0.99 -2.76
Cl -12.57 0.40 -3.85
Cl -12.61 -2.51 -3.66
Cl -11.67 -0.91 -1.41
Cl -14.50 -0.93 -2.11
C 4.20 -9.11 1.53
Cl 3.67 -8.34 3.05
Cl 5.97 -8.95 1.38
Cl 3.76 -10.83 1.55
Cl 3.42 -8.31 0.15
C -7.36 2.67 7.07
Cl -8.42 1.66 6.06
Cl -6.97 1.80 8.57
Cl -5.86 3.03 6.18
Cl -8.20 4.19 7.47
C 0.50 -5.71 5.93
Cl 1.46 -6.36 4.58
Cl -0.97 -6.69 6.14
Cl 1.47 -5.76 7.42
Cl 0.04 -4.02 5.58
C -5.77 -2.57 12.55
Cl -4.91 -1.34 13.51
Cl -7.38 -2.85 13.26
Cl -5.95 -2.01 10.87
Cl -4.84 -4.09 12.57
C -12.38 -3.82 3.62
Cl -13.42 -5.25 3.38
Cl -13.01 -2.85 4.97
Cl -10.72 -4.36 4.00
Cl -12.36 -2.84 2.14
C -9.23 6.60 -5.58
Cl -8.71 8.03 -4.65
Cl -8.68 6.75 -7.27
Cl -8.51 5.13 -4.85
Cl -11.00 6.47 -5.53
C 15.91 2.91 -9.34
Cl 16.43 4.34 -8.42
Cl 16.46 3.06 -11.03
Cl 16.63 1.45 -8.62
Cl 14.14 2.79 -9.30
*
```



> Number 2 is which compound?

C38H56BBiN6O8PS2Si2Te